(1)
39
Properties=species:S:1:pos:R:3:forces:R:3:lowdin_charge:R:1 method="wB97M-V/def2-TZVPD" largest_force_ev_per_a=2.911 de_lowest_kj_mol=0.0
N -2.723 -0.221 -1.286 0.0 0.1 -0.6 0.142
N 0.573 -1.156 0.998 0.9 -0.2 0.7 0.161
N 1.766 0.607 0.253 0.0 0.4 0.5 0.191
C -0.506 0.347 -0.492 -0.7 1.4 -1.0 -0.088
C 3.041 2.469 -0.342 1.8 2.1 -0.8 0.029
C -0.376 1.546 -1.225 -0.8 -0.2 -0.7 0.074
C -2.696 -3.670 1.344 0.1 1.9 -0.8 -0.048
C -0.446 -3.019 1.984 -0.3 -2.2 1.8 -0.173
C 0.809 2.276 -1.203 -2.1 -1.2 0.4 -0.178
C -2.809 -2.525 0.538 -0.3 -1.7 0.4 -0.181
C 2.118 4.186 -1.775 -0.3 0.0 -0.5 -0.036
C 0.810 -3.284 2.843 -0.7 0.4 -0.2 -0.046
C 0.600 -0.046 0.262 0.8 -1.4 0.8 -0.300
C -1.702 -1.614 0.412 -0.7 0.5 -1.0 -0.035
C 4.604 4.329 -1.002 -0.8 -0.2 0.6 -0.049
C 3.249 3.656 -1.071 -0.6 -1.8 1.6 -0.230
C -1.652 -0.471 -0.472 -1.1 -1.4 0.4 -0.150
C -1.536 -3.885 2.104 1.2 1.5 -0.9 -0.030
C 1.838 1.757 -0.391 0.4 -0.5 -0.1 -0.246
C 0.931 3.495 -1.857 1.6 1.6 -0.4 -0.041
C -0.514 -1.903 1.119 0.5 0.8 -0.3 -0.210
C -4.128 -2.414 -0.192 0.3 0.0 -0.4 -0.073
H 4.527 5.334 -0.586 0.0 0.1 -0.1 0.082
H -3.389 -0.993 -1.395 0.7 1.1 -0.2 0.054
H -1.214 1.919 -1.858 0.7 -0.2 0.6 0.127
H 5.044 4.377 -1.973 0.3 0.2 -0.7 0.069
H -2.571 0.370 -2.106 -0.2 -0.5 0.6 0.105
H 1.267 -2.333 3.113 0.0 -0.1 0.0 0.065
H 0.568 -3.831 3.770 -0.1 0.1 -0.5 0.075
H -1.498 -4.744 2.732 0.2 -0.4 0.5 0.100
H -4.799 -3.197 0.105 -0.3 -0.4 0.4 0.072
H -3.533 -4.349 1.407 0.0 0.0 0.0 0.101
H 2.196 5.150 -2.276 0.1 -0.2 0.1 0.110
H 1.557 -3.850 2.290 0.0 0.0 -0.1 0.075
H 5.268 3.756 -0.357 0.0 0.0 0.0 0.074
H 0.118 3.897 -2.439 -0.2 0.0 0.0 0.112
H -4.605 -1.467 0.016 -0.3 0.3 -0.1 0.085
H 3.844 2.074 0.287 -0.3 0.0 -0.3 0.121
H -4.033 -2.573 -1.281 0.0 0.2 0.2 0.091


(2)
42
Properties=species:S:1:pos:R:3:forces:R:3:lowdin_charge:R:1 method="wB97M-V/def2-TZVPD" largest_force_ev_per_a=1.274 de_lowest_kj_mol=162.4
O 5.307 0.807 1.109 0.0 -0.5 0.0 0.036
O -0.677 -0.847 -2.329 0.0 0.2 -0.2 0.057
O 3.563 1.858 0.030 -0.4 -0.3 -0.2 0.041
N -2.609 0.032 0.019 0.2 -0.8 -0.3 -0.032
N 0.101 -2.135 -0.649 0.0 -0.2 0.1 0.085
N -3.645 -0.205 0.824 -0.7 0.1 0.4 0.135
C 3.530 -2.229 0.028 -0.2 0.0 -0.2 -0.047
C 4.756 2.058 0.755 0.5 1.1 0.3 -0.158
C -2.519 2.293 0.796 0.0 -0.1 0.0 -0.020
C -0.814 -1.313 -1.215 0.2 -0.3 0.1 -0.432
C -2.236 1.369 -0.206 0.2 0.9 0.0 -0.171
C -4.830 -2.133 1.775 0.0 0.1 0.0 -0.035
C -1.562 4.038 -0.542 0.0 0.1 0.0 -0.094
C -2.728 -2.152 0.244 0.2 0.3 -0.2 0.029
C 3.403 0.502 -0.064 0.3 -0.4 0.2 -0.190
C 1.379 -2.406 -1.274 0.1 0.0 -0.2 -0.124
C -3.754 -1.512 0.959 0.3 0.1 -0.1 -0.335
C -1.293 3.119 -1.541 0.0 0.1 0.1 -0.077
C -2.009 -1.134 -0.357 -0.5 -0.3 0.4 -0.111
C -2.184 3.622 0.624 0.0 0.0 0.0 -0.083
C 2.482 -1.605 -0.628 0.1 -0.2 0.0 -0.210
C -1.634 1.787 -1.387 -0.1 -0.2 0.0 -0.008
C 2.405 -0.208 -0.681 0.2 0.3 0.1 0.066
C 4.460 -0.135 0.591 -0.4 0.0 -0.3 -0.205
C 4.546 -1.504 0.648 0.2 0.4 0.1 0.009
H -5.448 -1.354 2.211 -0.1 0.0 0.1 0.076
H 1.596 0.288 -1.192 -0.2 0.1 -0.1 0.126
H -4.402 -2.741 2.570 0.0 0.0 0.1 0.077
H 3.571 -3.307 0.058 0.0 -0.1 0.0 0.107
H -0.023 -2.426 0.308 -0.1 0.2 0.0 0.148
H -0.821 3.440 -2.458 0.0 0.0 -0.1 0.104
H 1.268 -2.116 -2.323 0.0 -0.2 0.1 0.129
H -1.295 5.076 -0.673 0.0 0.1 0.0 0.099
H -5.451 -2.776 1.153 -0.1 0.0 0.0 0.078
H 4.541 2.637 1.667 0.0 -0.2 -0.2 0.140
H -1.438 1.083 -2.179 0.0 0.0 0.0 0.094
H -3.007 1.951 1.696 0.0 0.0 0.0 0.103
H 5.363 -1.991 1.153 0.1 -0.1 0.1 0.117
H -2.555 -3.206 0.153 0.1 -0.2 -0.1 0.112
H 1.592 -3.476 -1.213 0.0 0.1 -0.1 0.123
H -2.406 4.334 1.405 0.0 0.0 0.1 0.102
H 5.477 2.615 0.134 -0.2 -0.2 0.1 0.140


Number 1: orbital gap 0.2258 Ha, total energy -898.5054 hartree. Number 2: orbital gap 0.3288 Ha, total energy -1124.2125 hartree.